Entry 1:
# C5H8N4O

One molecule with the formula C5H8N4O (ωB97M-V/def2-TZVPD, OMol25).

Geometry (Å):
C  0.7155  0.0474  -2.7829
N  0.9123  0.4733  -1.5033
C  0.1416  0.0865  -0.4820
C  -0.9635  -0.7450  -0.6664
C  -1.3028  -1.3552  0.7135
O  -1.7846  -2.5947  0.8896
N  -1.2265  -0.6443  1.8753
C  -0.1477  0.1570  1.8800
N  0.2897  0.5974  3.1520
N  0.5175  0.5334  0.7995
H  -0.5013  -0.1925  -3.0017
H  1.2743  0.8860  -3.2682
H  1.2554  -0.9923  -2.8993
H  0.5934  1.5453  -1.4021
H  -1.5103  -1.0316  -1.5392
H  0.8935  1.5301  3.3824
H  -0.4004  0.5008  4.0242
H  1.2437  1.1984  0.8288

## Properties
LUMO energy: 0.00637 hartree
ΔE to the lowest compared entry with this formula, charge and spin: 93.59 kcal per mole
energy: -13319.424 eV
charge: 0
E_HOMO: -0.3135 Eh
gap between HOMO and LUMO: 8.71 eV
SMILES: CNc1cc(=O)nc(N)[nH]1

Entry 2:
# C3H8O2

A 2-piece molecular cluster, C3H8O2 overall (ωB97M-V/def2-TZVPD, OMol25).

Geometry (Å):
O  -2.2181  -4.6300  -0.0830
C  -2.4760  -3.6558  -0.6720
O  -1.7525  -3.3759  -1.8038
H  -3.2122  -2.9554  -0.3851
H  -2.2220  -2.6520  -2.4023
C  3.1567  4.7519  0.5392
C  2.6942  5.3621  1.9187
H  3.5722  3.8331  0.6536
H  3.5337  5.6172  0.0562
H  2.1784  4.5989  -0.0444
H  3.5963  5.4861  2.4769
H  2.2484  6.4319  1.6540
H  1.8204  4.9381  2.3699

## Properties
LUMO energy: 0.01857 hartree
ΔE to the lowest compared entry with this formula, charge and spin: 38.13 kcal per mole
energy: -7334.397 eV
charge: 0
E_HOMO: -0.4049 Eh
gap between HOMO and LUMO: 11.52 eV
SMILES: O=CO.CC

Entry 3:
# C3H4Br2S

C3H4Br2S as an isolated structure (ωB97M-V/def2-TZVPD, OMol25).

Geometry (Å):
C  0.8284  0.4106  -0.5376
C  1.6895  -0.3646  0.1435
C  -1.8369  -0.0304  0.4218
S  -1.3843  0.0428  1.9391
Br  -1.8616  -1.6445  -0.5987
Br  -2.3043  1.4495  -0.6149
H  0.5998  1.3223  -0.1209
H  0.3597  0.2860  -1.5359
H  1.9545  -1.2404  -0.2955
H  1.9554  -0.2314  1.1989

## Properties
LUMO energy: -0.03689 hartree
ΔE to the lowest compared entry with this formula, charge and spin: 39.86 kcal per mole
energy: -154093.756 eV
charge: 0
E_HOMO: -0.3472 Eh
gap between HOMO and LUMO: 8.44 eV